No. 1
A cluster of 11 separate species, C9H40N6O14 in total. Source: the Open Molecules 2025 dataset; level of theory: wB97M-V/def2-TZVPD.

multiplicity = 1
max |F| = 0.16004 Eh/bohr
SMILES string = NC(N)=O.NC(N)=O.NC(N)=O.OCCO.OCCO.OCCO.O.O.O.O.O
HOMO level = -8.45 eV
Kohn-Sham gap = 8.1 eV

Positions of all 69 atoms, in Å:
N: 3.2110 0.1929 -0.6939
C: 3.5764 1.1358 0.1915
N: 2.4386 1.5586 0.7323
O: 4.6674 1.5774 0.3627
H: 2.2283 -0.0089 -0.8115
H: 3.8727 -0.0971 -1.3996
H: 1.6611 1.1994 0.1971
H: 2.4369 2.3849 1.3131
N: 0.1019 0.7260 -3.3497
C: 1.3580 0.9014 -3.5026
N: 1.8113 1.8952 -2.9084
O: 1.9866 0.1943 -4.3131
H: -0.3838 1.2144 -2.6110
H: -0.4249 -0.0616 -3.6996
H: 1.2313 2.4783 -2.3221
H: 2.7556 2.2116 -3.0764
N: 1.0123 -1.9159 3.6176
C: 1.7313 -2.5637 4.4337
N: 1.5654 -2.3842 5.7084
O: 2.7645 -3.1417 4.0490
H: 1.3894 -1.8877 2.6811
H: 0.1502 -1.5220 3.9666
H: 2.4336 -2.6035 6.1755
H: 0.8018 -1.8748 6.1300
O: -1.5875 2.0925 4.0902
C: -1.3134 3.0947 3.0509
C: -0.7793 2.3926 1.8449
O: -1.5512 1.4288 1.2984
H: -1.7421 2.5683 4.9096
H: -2.2093 3.6249 2.7280
H: -0.5904 3.8348 3.3938
H: 0.0493 1.8051 2.2402
H: -0.2125 2.9488 1.0982
H: -1.0950 1.1879 0.4888
O: 2.1437 -2.3173 -2.5562
C: 1.5895 -3.5135 -3.0555
C: 0.1162 -3.4710 -2.6669
O: -0.5949 -2.2985 -2.8645
H: 1.3907 -1.7343 -2.6780
H: 1.7042 -3.5403 -4.1391
H: 2.0777 -4.4510 -2.7893
H: 0.0449 -3.7196 -1.6080
H: -0.4300 -4.1884 -3.2793
H: -1.3341 -2.3837 -3.4711
O: -1.4123 2.0100 -1.3333
C: -2.4571 2.9730 -1.0770
C: -3.6041 2.7990 -2.1938
O: -4.0947 1.4904 -2.4112
H: -1.7096 1.0977 -1.3647
H: -2.8992 2.7373 -0.1090
H: -2.1601 4.0216 -1.0929
H: -3.3953 3.2169 -3.1786
H: -4.4634 3.4367 -1.9864
H: -5.0490 1.3885 -2.4369
O: -2.6160 -0.6889 -0.8875
H: -3.2071 0.0623 -0.9380
H: -2.4875 -0.9548 -1.7981
O: 0.4483 -0.4056 -0.4089
H: 0.1324 -0.8993 0.3479
H: 0.2915 -0.9841 -1.1553
O: -1.0509 -2.4405 0.8087
H: -1.5851 -2.4077 0.0151
H: -1.6162 -2.0831 1.4935
O: -1.4637 -0.4844 3.3577
H: -0.9968 0.1729 2.8417
H: -1.9894 0.0243 3.9751
O: 2.1570 -2.2680 1.1273
H: 2.9222 -2.8244 1.2726
H: 2.2521 -1.9597 0.2262

=====

No. 2
A cluster of 11 separate species, C9H40O11 in total. Source: the Open Molecules 2025 dataset; level of theory: wB97M-V/def2-TZVPD.

multiplicity = 1
max |F| = 0.04307 Eh/bohr
SMILES string = CC(C)O.CC(C)O.CC(C)O.O.O.O.O.O.O.O.O
HOMO level = -10.13 eV
Kohn-Sham gap = 10.6 eV
energy above the lowest of the compared OMol25 structures with the same formula, charge and spin = 30.5 kcal/mol

Positions of all 60 atoms, in Å:
C: -8.6922 9.3824 4.8794
C: -8.7469 10.8528 4.4882
C: -7.3841 11.3343 3.8488
O: -9.7333 11.1799 3.5302
H: -8.6918 8.6832 4.0432
H: -9.5276 9.2043 5.5565
H: -7.7848 9.2164 5.4601
H: -9.0195 11.3458 5.4213
H: -7.4765 12.3576 3.4849
H: -7.1275 10.7140 2.9900
H: -6.6423 11.2280 4.6403
H: -10.5183 10.8568 3.9786
C: -4.5717 15.3075 2.9869
C: -3.3826 14.3830 3.3224
C: -3.7647 12.9161 3.7858
O: -2.5995 14.3354 2.1776
H: -4.3282 16.3552 3.1631
H: -5.4036 15.0181 3.6291
H: -4.9535 15.0761 1.9925
H: -2.7836 14.8021 4.1310
H: -2.9222 12.2684 4.0280
H: -4.3697 12.3846 3.0512
H: -4.4331 12.9097 4.6469
H: -3.2091 14.0395 1.4977
C: -9.8505 15.4025 7.0281
C: -8.3560 15.3288 6.4753
C: -8.2206 14.7286 5.0532
O: -7.5865 16.5214 6.4980
H: -10.5278 15.9530 6.3752
H: -9.9217 15.8704 8.0100
H: -10.2277 14.3808 6.9842
H: -7.7133 14.6764 7.0665
H: -7.1518 14.6394 4.8586
H: -8.6551 15.2542 4.2027
H: -8.7957 13.8084 4.9503
H: -7.4813 16.8171 7.4052
O: -4.5440 17.6360 0.8515
H: -4.7527 17.0585 0.1172
H: -3.8059 17.2113 1.2885
O: -3.6674 13.0672 -0.0601
H: -4.5171 12.9542 0.3659
H: -3.5463 12.2664 -0.5702
O: -0.8659 12.2443 1.6424
H: -1.5480 12.8861 1.8399
H: -0.0658 12.7629 1.5573
O: -4.3759 15.6639 -0.8813
H: -4.1957 15.6271 -1.8207
H: -4.3239 14.7533 -0.5911
O: -7.5949 17.1522 1.5578
H: -8.0096 17.8062 0.9952
H: -6.6576 17.3322 1.4845
O: -1.4980 17.1040 2.4559
H: -1.7026 16.1717 2.3839
H: -1.1910 17.2136 3.3559
O: -5.9905 12.6801 1.1763
H: -6.6195 12.0235 1.4753
H: -6.5206 13.4571 0.9991
O: -7.9704 14.6832 0.5554
H: -8.7364 14.9630 0.0542
H: -7.7133 15.4589 1.0538

=====

No. 3
A cluster of 10 separate species, C9H40O11Si in total. Source: the Open Molecules 2025 dataset; level of theory: wB97M-V/def2-TZVPD.

multiplicity = 1
max |F| = 0.01547 Eh/bohr
SMILES string = CCCCO[SiH2]CCCCOC.O.O.O.O.O.O.O.O.O
HOMO level = -9.69 eV
Kohn-Sham gap = 9.7 eV

Positions of all 61 atoms, in Å:
C: 2.8576 -1.7118 -0.5392
C: 2.2757 -0.9346 -1.7115
C: 2.4289 0.5899 -1.6360
C: 2.1593 1.2365 -0.2874
O: 0.7744 1.6395 -0.1521
Si: -0.3010 0.5790 0.5587
C: -1.6094 1.4925 1.5131
C: -2.6894 0.5000 2.0115
C: -3.9740 0.4488 1.1763
C: -3.8122 0.5209 -0.3233
O: -3.5317 1.8422 -0.7276
C: -2.9820 1.9318 -2.0291
H: 2.3121 -1.5145 0.3851
H: 2.7672 -2.7798 -0.7135
H: 3.8960 -1.4456 -0.3567
H: 2.8135 -1.2590 -2.6049
H: 1.2366 -1.2139 -1.8920
H: 1.7042 1.0315 -2.3237
H: 3.4092 0.9008 -1.9951
H: 2.4406 0.5962 0.5485
H: 2.7515 2.1459 -0.2006
H: -0.9362 -0.2004 -0.5325
H: 0.3492 -0.3990 1.4564
H: -1.0995 1.9040 2.3892
H: -2.0367 2.3412 0.9868
H: -2.2655 -0.4948 2.1383
H: -2.9773 0.8258 3.0116
H: -4.4447 -0.5198 1.3704
H: -4.6964 1.1980 1.5010
H: -4.7539 0.1987 -0.7952
H: -3.0559 -0.1877 -0.6703
H: -3.7701 1.8165 -2.7792
H: -2.5565 2.9239 -2.1328
H: -2.1896 1.1968 -2.1836
O: 4.9958 -3.7942 0.4778
H: 5.8154 -4.3014 0.4226
H: 4.4617 -4.2571 1.1316
O: -0.1463 3.1485 -2.5617
H: 0.5154 3.7958 -2.2923
H: 0.0075 2.4147 -1.9504
O: -0.2456 4.5157 1.0459
H: 0.2058 5.1242 0.4501
H: -0.0749 3.6398 0.6749
O: 2.8473 4.2740 1.4403
H: 1.8821 4.2955 1.4794
H: 3.0899 3.4413 1.8568
O: 2.2343 -5.1151 1.5430
H: 1.2770 -5.0736 1.4489
H: 2.4093 -6.0355 1.7642
O: 0.4389 3.1720 -5.5913
H: 0.2766 3.3848 -4.6635
H: 0.3043 2.2211 -5.6386
O: -2.5538 -2.1652 3.8624
H: -2.4313 -1.5534 4.5956
H: -3.4999 -2.3440 3.8525
O: 6.1987 -6.3478 0.7688
H: 5.2652 -6.5219 0.9242
H: 6.6523 -7.1538 1.0350
O: -6.9222 -1.6959 0.5169
H: -6.7030 -1.0895 1.2314
H: -6.7945 -1.1782 -0.2847

=====

No. 4
A cluster of 10 separate species, C9H41ClN18O11P2 in total. Source: the Open Molecules 2025 dataset; level of theory: wB97M-V/def2-TZVPD.

multiplicity = 1
max |F| = 0.00900 Eh/bohr
SMILES string = O[PH3]P(O)Cl.NC(N)=O.NC(N)=O.NC(N)=O.NC(N)=O.NC(N)=O.NC(N)=O.NC(N)=O.NC(N)=O.NC(N)=O
HOMO level = -7.59 eV
Kohn-Sham gap = 7.6 eV

Positions of all 82 atoms, in Å:
O: -0.3781 4.3361 -1.4516
P: -1.9671 4.4252 -1.9126
P: -4.1633 4.4719 -2.7338
O: -4.8213 3.2334 -1.8974
Cl: -4.9355 6.0922 -1.6282
H: -0.2125 3.7607 -0.6794
H: -2.4116 5.0944 -0.7604
H: -2.1819 3.0343 -1.9385
H: -1.5917 5.0926 -3.0826
H: -4.4787 3.0891 -0.9983
N: 3.0325 1.8074 0.6890
C: 2.0502 2.4164 -0.0362
N: 2.0991 2.2034 -1.3837
O: 1.1834 3.1063 0.4793
H: 3.7632 1.2677 0.2625
H: 3.0336 1.9584 1.6800
H: 1.4395 2.6981 -1.9613
H: 2.8459 1.6871 -1.8203
N: 2.4524 -1.1908 -1.4467
C: 3.6905 -1.4564 -1.9655
N: 4.1218 -2.7407 -1.8951
O: 4.3641 -0.5484 -2.4382
H: 1.8414 -1.8592 -1.0183
H: 2.1615 -0.2363 -1.5521
H: 5.0361 -2.9658 -2.2650
H: 3.5807 -3.4755 -1.4800
N: -3.2374 1.1659 -6.2791
C: -3.5884 2.2344 -5.5041
N: -4.8883 2.6354 -5.5856
O: -2.7836 2.8041 -4.7817
H: -3.8825 0.6871 -6.8776
H: -2.2848 0.8575 -6.2314
H: -5.1450 3.4289 -5.0212
H: -5.5720 2.1822 -6.1606
N: -7.0069 4.0227 3.0868
C: -6.2301 4.3194 2.0030
N: -6.5555 5.4479 1.3158
O: -5.2830 3.6092 1.6891
H: -7.7554 4.5960 3.4267
H: -6.7834 3.1849 3.5908
H: -5.9761 5.6641 0.5242
H: -7.3255 6.0403 1.5594
N: -4.8126 3.1334 7.5823
C: -5.3009 3.6579 6.4131
N: -4.5951 3.3383 5.2888
O: -6.3025 4.3519 6.3858
H: -3.9888 2.5655 7.6287
H: -5.3124 3.3504 8.4234
H: -4.9126 3.7221 4.4165
H: -3.7847 2.7493 5.2904
N: 7.1575 -2.1732 -0.2090
C: 7.6101 -3.3721 -0.7195
N: 8.4390 -4.0798 0.0820
O: 7.2479 -3.7462 -1.8256
H: 7.4226 -1.8147 0.6890
H: 6.5834 -1.6147 -0.8171
H: 8.8078 -4.9692 -0.2337
H: 8.7212 -3.7493 0.9856
N: -8.5741 0.0844 -0.4950
C: -7.3929 0.6329 -0.9366
N: -7.5265 1.7231 -1.7474
O: -6.3133 0.1683 -0.6220
H: -9.4749 0.4536 -0.7301
H: -8.5080 -0.7114 0.1102
H: -6.6813 2.1649 -2.0719
H: -8.4163 2.1035 -2.0052
N: 7.6990 -7.8715 1.1342
C: 8.8650 -7.9389 0.4480
N: 9.4779 -9.1652 0.4257
O: 9.3681 -6.9819 -0.1282
H: 7.3043 -8.6686 1.5957
H: 7.1981 -6.9964 1.1997
H: 10.3396 -9.2365 -0.0807
H: 9.1011 -9.9747 0.8795
N: 3.6747 -5.4722 2.7412
C: 4.8271 -5.2190 2.0525
N: 4.8122 -4.1194 1.2502
O: 5.8103 -5.9377 2.1608
H: 2.8578 -4.8953 2.6800
H: 3.6672 -6.2724 3.3451
H: 5.6312 -3.8878 0.7151
H: 4.0171 -3.5131 1.1784

=====

Computed values of lowest unoccupied orbital energy (unit: hartree) for the preceding records, in sequence: -0.0129 0.0158 0.0020 -0.0001.
Computed values of electronic energy (unit: eV) for the preceding records, in sequence: -47586.3786 -32504.3947 -40382.2761 -90453.0002.